<A>
19
Properties=species:S:1:pos:R:3:lowdin_charge:R:1 method="wB97M-V/def2-TZVPD" gap_ev="6.20 / 6.21" total_charge=+1 e_homo_ev="-11.3 / -11.3"
C -0.38971 0.30407 -3.65622 0.0203
C -0.02707 -1.90758 4.04575 -0.0563
C -0.43079 0.92205 -2.50460 -0.1594
C -0.13803 -0.78047 4.45336 0.2076
C 0.64199 0.70032 -1.37441 -0.1615
C 0.49997 0.04238 1.13446 -0.6241
N -0.09547 0.54506 -0.10359 -0.1492
Br 1.10935 -1.77138 1.08164 0.8005
H -1.06512 0.55030 -4.54804 0.1060
H 0.40117 -0.31105 -3.99281 0.0548
H -0.16711 -2.91009 4.28940 0.0845
H 0.63823 -2.02025 2.95265 -0.0212
H -1.11888 1.72994 -2.30309 0.0980
H -0.38189 0.26809 4.46273 0.0835
H 1.43859 1.41461 -1.30645 0.1222
H 1.23102 -0.25615 -1.63975 0.1389
H 1.27785 0.66709 1.67361 0.0446
H -0.32744 1.55319 0.16018 0.1898
H -1.09727 0.06043 -0.16288 0.2211



<B>
19
Properties=species:S:1:pos:R:3:lowdin_charge:R:1 method="wB97M-V/def2-TZVPD" gap_ev=10.14 total_charge=+1 smiles=Br[C@@H]1[C@H]2CCC[NH2+][C@@H]12 e_homo_ev=-13.5
C 1.15463 0.75166 0.60286 -0.1490
C 0.29466 1.58074 -0.37697 -0.0949
C 1.62579 -0.66801 0.18869 -0.0607
C -0.96338 0.72518 -0.66873 -0.2724
C -0.80394 -0.78211 -0.50391 -0.1599
C -1.82835 0.13370 0.41213 -0.5570
N 0.36441 -1.51577 -0.00143 0.1090
Br -3.74480 -0.03550 0.08124 0.7213
H 1.99043 1.26214 0.75927 0.0697
H 0.69747 0.47844 1.58666 0.1427
H -0.05034 2.43868 0.13315 0.1107
H 0.84245 1.61438 -1.38133 0.1587
H 2.08027 -0.87942 -0.80709 0.1498
H 2.35433 -0.93416 0.93270 0.1305
H -1.61045 1.12026 -1.58868 0.1869
H -1.25924 -1.30077 -1.19489 0.0848
H -1.81096 0.13131 1.52269 0.0909
H 0.68871 -2.26649 -0.54979 0.1642
H -0.02169 -1.85425 0.85342 0.1748



The data favor <B>; the next most stable structure lies 0.1884 hartree above it.